[1]
{"formula": "C26H27B2F4N5O6OsSSi", "method": "the ωB97M-V functional and the def2-TZVPD basis", "charge": 2, "largest_force_ev_per_a": 1.72, "e_tot_ha": -2959.173925, "elements": ["Os", "C", "C", "N", "O", "B", "F", "F", "O", "N", "C", "C", "C", "N", "O", "B", "F", "F", "O", "N", "C", "C", "C", "H", "H", "H", "H", "H", "H", "H", "H", "H", "H", "H", "H", "O", "Si", "C", "C", "C", "C", "C", "C", "C", "C", "C", "C", "C", "C", "C", "C", "C", "C", "C", "C", "H", "H", "H", "H", "H", "H", "H", "H", "H", "H", "H", "H", "H", "H", "H", "O", "S", "N"], "positions_angstrom": [[0.624, -0.145, 2.437], [4.876, -1.053, 2.706], [3.468, -0.636, 2.890], [2.526, -0.871, 2.046], [2.805, -1.498, 0.878], [1.783, -2.493, 0.526], [2.092, -3.131, -0.599], [1.348, -3.180, 1.613], [0.331, -1.706, 0.084], [-0.163, -0.921, 0.925], [-1.597, -0.529, 0.737], [-2.456, -1.772, 0.885], [-1.765, 0.480, 1.893], [-1.281, -0.148, 3.151], [-1.342, 0.924, 4.073], [0.238, 0.385, 5.912], [-0.395, 1.056, 6.829], [0.027, -0.891, 5.656], [1.310, 1.038, 5.284], [1.761, 0.405, 4.153], [3.012, 0.092, 4.132], [3.956, 0.366, 5.240], [-3.171, 1.038, 1.938], [4.961, -1.741, 1.871], [5.250, -1.523, 3.617], [5.500, -0.177, 2.510], [-2.122, -2.532, 0.178], [-3.484, -1.504, 0.645], [-2.412, -2.163, 1.900], [3.619, 1.208, 5.836], [4.959, 0.549, 4.860], [4.005, -0.514, 5.891], [-3.592, 1.078, 0.934], [-3.219, 2.025, 2.384], [-3.775, 0.362, 2.546], [-1.768, 0.097, -0.476], [-1.088, 0.010, -1.992], [0.698, 0.521, -1.948], [1.677, -0.141, -2.699], [3.004, 0.250, -2.616], [3.362, 1.324, -1.808], [2.397, 2.009, -1.078], [1.070, 1.616, -1.152], [-1.501, -1.500, -2.944], [-0.764, -2.681, -2.779], [-1.097, -3.823, -3.489], [-2.165, -3.801, -4.377], [-2.905, -2.641, -4.554], [-2.576, -1.498, -3.841], [-1.779, 1.561, -2.828], [-1.506, 1.731, -4.231], [-2.063, 2.767, -4.930], [-2.824, 3.713, -4.233], [-3.036, 3.607, -2.829], [-2.483, 2.571, -2.132], [1.406, -0.978, -3.330], [3.760, -0.277, -3.182], [4.397, 1.637, -1.762], [2.677, 2.863, -0.474], [0.322, 2.153, -0.580], [0.079, -2.714, -2.098], [-0.522, -4.729, -3.355], [-2.421, -4.693, -4.934], [-3.738, -2.627, -5.244], [-3.177, -0.605, -3.980], [-0.877, 1.006, -4.734], [-1.897, 2.877, -5.992], [-3.239, 4.562, -4.762], [-3.643, 4.351, -2.332], [-2.637, 2.477, -1.065], [-1.624, 3.376, 3.119], [-0.630, 2.346, 3.247], [-0.567, 1.409, 1.833]], "atomic_forces_ev_per_a": [[-0.2, 1.1, -0.2], [-0.1, 0.0, -0.1], [0.1, 0.1, 0.1], [-0.5, -0.1, -0.1], [-0.1, 0.1, 0.1], [0.5, -0.4, 0.0], [-0.1, 0.1, 0.1], [-0.1, 0.1, 0.0], [-0.7, 0.9, 0.9], [0.5, -1.0, -0.9], [-0.4, 0.2, -0.5], [0.0, -0.1, 0.1], [-0.1, -0.2, -0.3], [0.4, -0.1, 0.4], [-0.1, -0.5, -0.3], [-0.1, 0.1, 0.2], [0.1, 0.0, 0.0], [0.0, 0.0, 0.0], [0.1, 0.0, -0.1], [-0.1, -0.1, -0.1], [0.0, 0.0, 0.1], [0.0, 0.0, 0.0], [-0.1, 0.0, 0.1], [0.0, 0.0, 0.0], [0.0, 0.0, 0.0], [0.0, 0.0, 0.0], [0.0, 0.0, 0.0], [0.0, 0.1, 0.0], [0.0, -0.1, 0.0], [0.0, 0.0, 0.0], [0.0, 0.0, 0.0], [0.0, 0.0, 0.0], [0.1, 0.0, 0.0], [0.0, 0.0, 0.0], [0.0, 0.0, 0.0], [0.1, 0.0, 1.0], [-0.5, 1.1, -1.3], [0.2, -1.0, -0.1], [-0.2, 0.1, 0.1], [-0.1, -0.1, -0.2], [0.0, 0.5, 0.4], [0.6, 0.0, -0.1], [0.0, 0.1, 0.5], [0.2, -0.2, 0.2], [-0.1, -0.1, -0.1], [0.0, 0.0, 0.0], [0.0, 0.0, 0.0], [0.0, 0.0, 0.0], [-0.1, 0.1, 0.0], [0.3, 0.0, -0.3], [-0.1, -0.6, 1.2], [-0.3, 0.7, 0.2], [-0.1, -0.1, 0.7], [0.0, 0.6, -1.2], [0.3, -1.0, -0.3], [0.0, 0.0, 0.0], [0.0, 0.0, 0.0], [0.0, 0.0, 0.0], [0.0, 0.0, 0.0], [0.0, 0.0, -0.1], [0.0, 0.0, -0.1], [0.0, 0.0, 0.0], [0.0, 0.0, 0.0], [0.0, 0.0, 0.0], [0.1, 0.0, 0.0], [-0.1, -0.1, -0.1], [0.0, 0.0, 0.0], [0.0, -0.1, 0.0], [0.1, 0.0, 0.0], [0.0, 0.0, 0.0], [0.2, -0.2, 0.1], [0.1, 0.7, 0.1], [0.2, -0.3, -0.1]]}

[2]
{"formula": "C7H7N", "method": "the ωB97M-V functional and the def2-TZVPD basis", "e_above_lowest_kj_mol": 207.0, "largest_force_ev_per_a": 4.23, "elements": ["C", "C", "C", "C", "C", "C", "C", "H", "H", "H", "H", "H", "H", "H", "N"], "positions_angstrom": [[-0.961, -1.186, -0.160], [-1.585, -0.066, -0.655], [-0.864, 1.075, -0.022], [0.652, 1.274, -0.112], [1.460, 0.190, -0.701], [1.265, -0.997, -0.131], [0.082, -0.851, 0.859], [-1.255, -2.183, -0.489], [-2.454, 0.055, -1.277], [-1.350, 2.058, 0.153], [1.034, 2.261, 0.181], [2.093, 0.297, -1.550], [1.580, -1.869, -0.508], [0.205, -1.491, 1.752], [-0.021, 0.605, 1.039]], "atomic_forces_ev_per_a": [[-3.0, 0.7, -0.7], [2.1, -0.6, 1.8], [-1.2, 1.3, -0.4], [0.5, -1.4, 0.9], [0.4, 0.5, -0.1], [-1.7, 3.6, 1.5], [1.6, -0.6, -1.4], [0.3, 0.1, 0.3], [0.2, -0.3, -0.4], [-0.1, -0.9, -0.1], [0.0, -0.5, -0.7], [0.4, 0.3, -0.5], [1.3, -3.2, -1.1], [-0.5, 0.6, -0.3], [-0.3, 0.3, 1.1]]}

[3]
{"formula": "C11H21N3O5", "method": "the ωB97M-V functional and the def2-TZVPD basis", "e_above_lowest_kj_mol": 288.3, "largest_force_ev_per_a": 5.68, "elements": ["C", "C", "C", "C", "C", "C", "C", "C", "C", "C", "C", "H", "H", "H", "H", "H", "H", "H", "H", "H", "H", "H", "H", "H", "H", "H", "H", "H", "H", "H", "H", "H", "N", "N", "N", "O", "O", "O", "O", "O"], "positions_angstrom": [[1.087, -1.052, 1.546], [0.773, -2.036, 0.402], [2.014, -1.648, 2.648], [2.777, -0.639, 3.519], [1.938, 0.407, 4.243], [1.472, 1.675, 3.410], [-0.469, -0.332, -1.042], [-1.942, 0.008, -0.942], [0.086, -0.169, -2.422], [-0.232, 1.280, -2.893], [-0.943, 1.492, -4.259], [-0.402, -1.120, 2.758], [-0.750, -0.500, 1.151], [1.644, -0.129, 0.981], [2.590, -2.490, 2.331], [1.440, -2.185, 3.320], [3.367, -0.077, 2.761], [3.590, -1.107, 4.028], [2.470, 0.805, 5.072], [0.896, 0.049, 4.448], [1.516, 1.415, 2.326], [2.095, 2.565, 3.581], [-0.496, 1.419, 3.281], [-0.092, 2.926, 3.342], [-0.358, -2.415, -1.203], [0.093, 0.269, -0.427], [-0.097, -0.907, -3.123], [1.183, -0.264, -2.342], [-0.739, 1.787, -2.086], [0.726, 1.836, -2.997], [-2.518, 0.682, -3.288], [-3.273, 0.821, -0.041], [-0.133, -0.418, 2.037], [0.151, 2.044, 3.819], [-0.091, -1.644, -0.522], [1.384, -3.085, 0.193], [-2.680, -0.227, -1.848], [-0.522, 1.955, -5.236], [-2.281, 1.003, -4.167], [-2.368, 0.706, 0.249]], "atomic_forces_ev_per_a": [[2.3, 1.7, -1.5], [3.3, -1.1, 0.6], [-0.3, 1.2, -0.3], [0.4, 1.4, -3.0], [-1.8, 0.5, -1.3], [1.5, -0.6, -0.7], [0.3, -2.0, 0.5], [0.4, 0.9, 2.0], [1.3, 2.4, 0.2], [1.8, 0.6, -1.2], [-3.3, -2.5, 3.9], [-0.9, 0.9, -0.7], [0.4, 0.2, 3.1], [-0.6, -2.2, 1.1], [1.0, 0.1, -1.1], [-2.1, -1.0, 1.5], [-0.1, 0.1, 0.3], [0.0, -0.5, 1.1], [0.0, -0.1, 1.2], [1.2, -0.4, 0.8], [0.2, 0.3, 0.6], [0.3, -0.5, -0.1], [0.7, 0.2, 1.0], [0.3, -0.1, 0.7], [0.8, 1.2, 1.4], [0.9, 2.3, 1.3], [-1.4, -1.5, -1.3], [-0.3, 0.2, 0.3], [-0.6, 0.4, 0.0], [-0.5, -0.4, 0.1], [0.3, -0.1, -0.1], [-1.0, 0.5, 0.6], [-0.9, -1.7, -1.1], [-2.3, 0.3, -1.3], [-3.8, -1.3, -3.5], [-0.6, 0.5, 1.1], [-1.0, -0.1, 0.4], [0.9, 0.9, -1.9], [1.6, 1.1, -1.4], [1.2, -1.9, -3.1]]}

[4]
{"formula": "C20H22N4O3", "method": "the ωB97M-V functional and the def2-TZVPD basis", "e_above_lowest_kj_mol": 1879.5, "largest_force_ev_per_a": 19.59, "elements": ["C", "C", "C", "C", "C", "N", "C", "O", "N", "C", "C", "C", "C", "C", "C", "C", "O", "H", "H", "C", "O", "N", "H", "C", "C", "N", "C", "C", "C", "C", "H", "H", "H", "H", "H", "H", "H", "H", "H", "H", "H", "H", "H", "H", "H", "H", "H", "H", "H"], "positions_angstrom": [[-8.096, -0.209, -1.925], [-7.680, -1.435, -1.149], [-6.874, -0.990, 0.084], [-5.559, -0.642, -0.222], [-4.805, -0.544, 0.940], [-3.526, -0.009, 0.859], [-3.377, 1.309, 0.799], [-4.206, 2.262, 0.604], [-2.056, 1.856, 0.251], [-0.893, 0.938, 0.214], [0.286, 1.654, -0.051], [1.298, 0.666, -0.299], [1.219, -0.981, -0.117], [-0.044, -1.181, 0.327], [-1.151, -0.404, 0.269], [-2.556, -0.926, 0.824], [-2.708, -2.231, 0.903], [-0.291, -2.373, 0.527], [2.128, -1.385, -0.117], [2.720, 1.200, -0.379], [3.025, 2.255, -0.200], [3.425, 0.475, -1.112], [3.255, -0.441, -1.459], [4.851, 0.790, -1.391], [5.853, 0.129, -0.923], [6.117, -1.293, -1.019], [6.829, -2.245, -0.254], [7.504, -1.419, 0.844], [7.191, -0.290, 1.339], [6.482, 0.493, 0.509], [6.272, 1.677, 0.630], [7.718, 0.135, 1.976], [8.133, -2.186, 1.482], [6.908, -3.217, -0.591], [5.087, 0.448, -2.610], [5.054, 2.014, -1.343], [0.555, 2.518, -0.368], [-1.866, 2.846, 0.496], [-4.771, -1.245, 1.686], [-5.430, 0.539, 1.781], [-5.016, -1.444, -0.628], [-5.781, 0.393, -0.526], [-7.075, -2.010, 0.776], [-7.606, -0.443, 0.697], [-8.879, -1.829, -0.911], [-7.123, -2.223, -1.748], [-8.578, 0.441, -1.382], [-7.106, 0.080, -2.378], [-8.760, -0.401, -2.945]], "atomic_forces_ev_per_a": [[3.2, -4.0, -7.3], [-4.1, -1.2, -0.1], [-7.2, -6.9, 2.5], [0.0, 2.2, -0.5], [-2.3, 6.3, 7.3], [0.2, -0.5, 0.4], [1.8, 8.7, -5.5], [0.7, -4.2, 2.4], [0.1, -3.8, 2.4], [-4.1, 5.4, -0.8], [1.4, -11.4, 0.4], [0.4, -2.1, 2.4], [-4.3, 9.7, 0.1], [0.8, -8.5, -0.5], [-2.1, 1.1, 2.8], [4.8, -5.8, -2.6], [-0.1, 6.3, 0.2], [0.4, 3.1, -0.1], [2.9, -2.5, 0.2], [-7.3, -6.2, -1.9], [2.6, 12.2, 4.3], [7.3, -5.4, -4.0], [-0.8, -0.5, 0.2], [-5.3, 6.7, -8.8], [10.6, -9.9, 13.2], [-1.6, -0.8, -2.0], [-0.4, 11.6, 1.3], [1.6, -13.7, -1.4], [-4.1, 1.9, -5.0], [-4.5, 5.7, -5.7], [0.7, -2.8, 0.6], [4.3, 3.4, 6.5], [-0.6, 1.9, -1.0], [0.3, -1.8, -0.4], [-1.4, 1.4, 2.5], [-0.8, -3.4, -0.1], [0.8, 6.2, -1.2], [-0.5, -1.2, -0.2], [-0.4, -2.5, 1.0], [1.4, -3.1, -2.3], [0.3, -0.7, -2.8], [1.7, -0.3, -1.6], [1.6, 2.0, -1.4], [1.1, 1.3, -0.3], [3.7, 0.1, 0.2], [-0.9, 1.0, 0.6], [-2.2, 3.8, 2.9], [-1.1, 1.1, 0.4], [1.5, 0.1, 2.7]]}